1.
# C54H34N8Ti

A molecular structure, C54H34N8Ti (ωB97M-V/def2-TZVPD, OMol25).

Each line ends with the Mulliken spin population.
CARTESIAN COORDINATES (ANGSTROEM)
Ti: -0.14254 0.68636 -0.17628  -0.02
C: -1.70580 -3.27208 -6.78167  0.01
C: -0.74371 -3.67268 -5.86696  0.00
C: -0.49693 -2.91038 -4.73216  0.03
C: -1.19747 -1.73072 -4.49080  0.02
C: -2.16891 -1.34278 -5.41672  0.02
C: -2.42002 -2.10157 -6.54990  0.00
C: -0.92295 -0.89844 -3.28511  0.10
C: 0.30148 -0.28186 -3.17035  -0.05
C: 1.32418 -0.30062 -4.19638  0.04
C: 2.31303 0.51017 -3.79010  -0.04
C: 1.93671 1.04944 -2.50268  0.03
C: 2.62605 2.05601 -1.87689  0.05
C: 3.87756 2.56486 -2.51612  -0.01
C: 5.02110 1.77749 -2.61591  0.01
C: 6.16754 2.26871 -3.22674  0.00
C: 6.18800 3.55504 -3.74710  0.00
C: 5.05072 4.34885 -3.65294  0.00
C: 3.90779 3.85716 -3.04007  0.01
C: 2.20715 2.71038 -0.69591  0.10
N: 1.02162 2.48621 -0.02287  0.00
C: 1.05222 3.32449 1.06058  0.03
C: 0.03663 3.42796 2.03502  0.08
C: 0.22085 4.43449 3.12471  0.02
C: -0.25480 5.73444 2.95900  0.00
C: -0.09440 6.68182 3.96107  0.00
C: 0.54982 6.34137 5.14436  0.00
C: 1.03182 5.05155 5.31641  0.00
C: 0.86911 4.10603 4.31102  0.01
C: -1.11677 2.70136 1.99559  -0.01
C: -2.20523 2.86221 2.93870  0.01
C: -3.20426 2.05927 2.54093  -0.02
C: -2.76210 1.36987 1.34789  0.02
N: -1.45748 1.75369 1.04132  0.07
C: -3.54632 0.53487 0.60858  0.03
C: -3.13955 -0.08411 -0.59543  0.10
C: -3.94364 -0.97139 -1.33077  0.01
C: -3.20996 -1.37443 -2.41976  0.11
C: -1.95898 -0.72634 -2.33890  0.00
N: -1.89796 0.06052 -1.20415  0.01
C: -4.92856 0.24979 1.09372  0.00
C: -5.14334 -0.58154 2.18844  0.00
C: -6.43169 -0.83778 2.64275  0.00
C: -7.52256 -0.26780 2.00157  0.00
C: -7.31786 0.55959 0.90347  0.00
C: -6.03025 0.81394 0.45362  0.01
C: 2.24741 4.07798 1.07735  0.08
C: 2.96869 3.69053 -0.02243  0.02
N: 0.70303 0.51341 -2.12312  0.09
H: -1.90139 -3.86640 -7.66542  0.00
H: -0.18304 -4.58483 -6.03225  0.00
H: 0.24719 -3.23810 -4.01458  0.00
H: -2.72069 -0.42682 -5.24249  0.00
H: -3.17317 -1.77516 -7.25663  0.00
H: 1.26111 -0.83781 -5.12784  0.01
H: 3.21849 0.75167 -4.32146  0.00
H: 5.02259 0.77441 -2.20843  0.00
H: 7.04656 1.63864 -3.28919  0.00
H: 7.08320 3.93836 -4.22131  0.00
H: 5.05253 5.35327 -4.05897  0.00
H: 3.02064 4.47541 -2.97004  0.00
H: -0.75399 5.99316 2.03252  0.00
H: -0.47195 7.68697 3.81809  0.00
H: 0.67623 7.07921 5.92679  0.00
H: 1.53736 4.77995 6.23508  0.00
H: 1.24757 3.09859 4.44103  0.00
H: -2.18520 3.53382 3.78251  0.01
H: -4.17574 1.93617 2.99226  0.00
H: -4.94396 -1.27291 -1.06506  0.00
H: -3.50449 -2.06533 -3.19299  0.00
H: -4.28958 -1.02954 2.68444  0.00
H: -6.58308 -1.48753 3.49603  0.00
H: -8.52697 -0.46903 2.35301  0.00
H: -8.16382 1.00976 0.39900  0.00
H: -5.86488 1.45786 -0.40219  0.00
H: 2.51266 4.80974 1.82366  0.00
H: 3.94331 4.03739 -0.32426  0.00
C: -0.68343 -0.93265 1.24665  0.04
C: -0.09479 -2.25566 0.92448  -0.02
C: -0.49633 -2.95106 -0.22505  0.00
C: 0.04606 -4.17859 -0.54991  0.00
C: 1.01467 -4.75509 0.27328  0.00
C: 1.43055 -4.07599 1.41448  0.00
C: 0.87890 -2.84811 1.73022  0.00
C: 1.56232 -6.04869 -0.05356  0.00
N: 1.98975 -7.08348 -0.31982  0.00
H: -0.41343 -0.58052 2.24208  0.00
H: -1.76492 -0.99370 1.16409  -0.01
H: -1.25593 -2.51711 -0.86500  0.01
H: -0.27523 -4.70399 -1.44061  0.00
H: 2.18796 -4.51700 2.04942  0.00
H: 1.21939 -2.32017 2.61303  0.00
N: 1.64835 -0.04168 0.43125  0.00
C: 2.58346 -0.72105 0.22029  0.00
N: 3.56340 -1.50948 0.15870  0.00
C: 4.57991 -1.57753 -0.66984  0.00
N: 5.50679 -1.72552 -1.35062  0.00

Calculated values
Net charge: -1
HOMO energy (spin up / spin down) in eV: -3.144 / -4.742
Spin multiplicity: 2
Kohn-Sham gap (spin up / spin down) in eV: 4.71 / 5.77



2.
# C54H36F5OP2PtS

A molecular structure, C54H36F5OP2PtS (ωB97M-V/def2-TZVPD, OMol25).

Each line ends with the Löwdin charge.
CARTESIAN COORDINATES (ANGSTROEM)
Pt: -0.50460 -0.19229 -0.20547  0.74
O: -1.69618 1.80299 -2.48800  -0.40
S: -1.61913 0.40153 -2.07908  0.77
C: -1.37683 -0.58340 -3.54307  -0.30
C: -2.08898 -0.06646 -4.60762  -0.05
C: -2.16820 -0.70529 -5.85532  0.02
C: -1.51930 -1.90054 -5.99681  -0.13
C: -1.43086 -2.83770 -7.17363  -0.09
C: -0.52501 -3.99927 -6.68982  -0.09
C: -0.14101 -3.62699 -5.28056  -0.14
C: 0.66641 -4.25086 -4.37433  0.01
C: 0.88265 -3.61161 -3.13743  -0.05
C: 0.29146 -2.41740 -2.77363  -0.30
P: 0.93781 -1.60292 -1.29996  0.96
C: 1.71819 -2.88520 -0.30566  -0.38
C: 3.08150 -2.87967 -0.03581  -0.06
C: 3.61903 -3.83951 0.81337  -0.06
C: 2.80044 -4.80323 1.37982  -0.06
C: 1.43924 -4.82303 1.09246  -0.06
C: 0.89734 -3.86418 0.25632  -0.10
C: 2.24419 -0.51133 -1.96107  -0.33
C: 2.55931 -0.49644 -3.31958  -0.06
C: 3.50087 0.39759 -3.81056  -0.06
C: 4.13831 1.28001 -2.95265  -0.06
C: 3.83037 1.27056 -1.59878  -0.06
C: 2.88454 0.38718 -1.10515  -0.11
C: -0.61682 -1.78224 -3.67168  -0.14
C: -0.76118 -2.41032 -4.92459  -0.08
C: -3.26243 -0.08957 -1.56242  -0.27
C: -3.96033 -1.06663 -2.23302  -0.03
C: -5.33539 -1.30528 -2.02356  0.01
C: -6.00709 -0.47950 -1.17157  -0.14
C: -7.46479 -0.41147 -0.79322  -0.09
C: -7.55631 0.74755 0.23377  -0.09
C: -6.13360 1.20943 0.42340  -0.14
C: -5.59043 2.13247 1.27137  0.01
C: -4.18845 2.26022 1.29138  -0.07
C: -3.33995 1.56598 0.45052  -0.27
P: -1.56690 1.58778 0.82186  0.97
C: -0.82072 3.14813 0.28761  -0.36
C: -1.34958 4.36782 0.70878  -0.07
C: -0.76031 5.55588 0.31238  -0.06
C: 0.36549 5.53470 -0.50217  -0.06
C: 0.89881 4.32553 -0.91931  -0.06
C: 0.30549 3.13409 -0.52878  -0.10
C: -1.44200 1.58266 2.62697  -0.35
C: -0.36575 2.22559 3.23338  -0.07
C: -0.14605 2.07580 4.59538  -0.06
C: -0.99171 1.28002 5.35362  -0.06
C: -2.06238 0.63241 4.75044  -0.06
C: -2.28598 0.77797 3.39113  -0.09
C: -3.89809 0.67774 -0.52418  -0.13
C: -5.28595 0.49114 -0.44331  -0.08
H: -2.61600 0.86804 -4.45759  0.12
H: -2.74196 -0.26018 -6.65705  0.13
H: -1.00957 -2.32702 -8.04035  0.13
H: -2.42237 -3.18525 -7.46575  0.13
H: 0.36075 -4.11110 -7.31590  0.13
H: -1.04586 -4.95716 -6.70806  0.13
H: 1.16616 -5.18538 -4.59225  0.12
H: 1.57721 -4.07377 -2.44686  0.11
H: 3.72262 -2.12475 -0.47239  0.11
H: 4.67834 -3.82853 1.03226  0.11
H: 3.22069 -5.54416 2.04702  0.11
H: 0.80125 -5.58011 1.52959  0.11
H: -0.16588 -3.87131 0.04227  0.12
H: 2.07767 -1.18046 -4.00408  0.10
H: 3.73595 0.40008 -4.86661  0.11
H: 4.87377 1.97446 -3.33691  0.11
H: 4.32488 1.95564 -0.92244  0.11
H: 2.64288 0.39836 -0.05058  0.08
H: -3.45325 -1.66478 -2.97576  0.11
H: -5.83059 -2.09579 -2.57146  0.12
H: -7.79586 -1.35862 -0.36559  0.13
H: -8.08510 -0.22770 -1.67101  0.12
H: -7.99366 0.42470 1.17869  0.12
H: -8.17668 1.56410 -0.13822  0.13
H: -6.19388 2.71201 1.95744  0.12
H: -3.75592 2.89482 2.05521  0.11
H: -2.21907 4.39687 1.35358  0.10
H: -1.17622 6.49874 0.64142  0.11
H: 0.82520 6.46450 -0.81051  0.11
H: 1.77421 4.30323 -1.55524  0.11
H: 0.72290 2.19289 -0.86512  0.07
H: 0.30821 2.83623 2.64619  0.11
H: 0.69018 2.57990 5.06136  0.11
H: -0.81665 1.16134 6.41479  0.11
H: -2.72014 0.00518 5.33794  0.11
H: -3.11041 0.25152 2.92408  0.11
F: -2.09002 -2.02606 1.57551  0.05
C: -0.88909 -1.85024 2.17521  -0.28
C: 0.04956 -1.01002 1.59642  -0.24
C: 1.22950 -0.88498 2.30144  -0.24
F: 2.20364 -0.06519 1.85084  0.05
C: 1.49715 -1.57029 3.47476  -0.14
F: 2.66373 -1.41603 4.09992  0.13
C: 0.53697 -2.41336 4.00350  -0.14
F: 0.77023 -3.07909 5.13149  0.14
C: -0.67362 -2.54824 3.34767  -0.15
F: -1.61847 -3.34749 3.84956  0.12

Calculated values
Net charge: +1
HOMO energy in eV: -10.748
Spin multiplicity: 1
Kohn-Sham gap in eV: 8.13



Ordered E results: -91590.949 -104874.086; unit eV.
Ordered ΔE to the lowest compared entry with this formula, charge and spin results: 0.0 0.0; unit kJ/mol.